CH4O2S | ωB97M-V with the def2-TZVPD basis set

Structure (XYZ):
```
8
CH4O2S, DFT ωB97M-V with the def2-TZVPD basis set
C -0.10308 -0.33164 2.40676
O -1.03009 0.43371 2.85107
O -0.04372 -1.53050 2.35869
S 0.09008 0.00513 -2.06620
H 0.13812 0.05339 -0.71469
H 0.52574 0.33346 1.83119
H -1.70095 -0.16918 3.16695
H -0.58010 1.16094 -1.83970
```

Properties
* LUMO level: 0.6 eV
* HOMO: -9.8472 eV
* frontier orbital gap: 0.38467 hartree
* SMILES: O=CO.S

---

CH4O2S | ωB97M-V with the def2-TZVPD basis set

Structure (XYZ):
```
8
CH4O2S, DFT ωB97M-V with the def2-TZVPD basis set
S -0.67869 1.03055 -2.57836
H -0.23928 1.42801 -1.39554
H 0.29969 1.57032 -3.29563
O -0.86509 0.12586 0.69458
C 0.02318 -0.47321 1.22265
O -0.22566 -1.54277 2.00916
H 1.08207 -0.21929 1.07268
H 0.60377 -1.91947 2.27047
```

Properties
* LUMO level: 0.5 eV
* HOMO: -9.4524 eV
* frontier orbital gap: 0.36536 hartree
* SMILES: O=CO.S

---

CH4O2S | ωB97M-V with the def2-TZVPD basis set

Structure (XYZ):
```
8
CH4O2S, DFT ωB97M-V with the def2-TZVPD basis set
S -0.59922 1.68872 -0.20116
H -0.36305 2.47662 0.86194
H -1.34617 2.63196 -0.76893
O 1.43024 -0.84135 0.58283
C 0.51962 -1.60402 0.44060
O -0.42982 -1.53300 -0.50870
H 0.18743 -2.26056 1.26020
H -0.14386 -0.74166 -0.99105
```

Properties
* LUMO level: 0.6 eV
* HOMO: -10.0045 eV
* frontier orbital gap: 0.38980 hartree
* SMILES: O=CO.S

---

CH4O2S | ωB97M-V with the def2-TZVPD basis set

Structure (XYZ):
```
8
CH4O2S, DFT ωB97M-V with the def2-TZVPD basis set
S 0.96966 0.15390 2.75580
H 0.89678 -1.18249 2.59651
H 1.72634 0.28069 1.65987
O 0.06163 -0.93445 -1.15884
C -0.70072 -0.01704 -1.04208
O -0.99268 0.92364 -1.90992
H -1.23739 0.05421 -0.08944
H -0.72362 0.72153 -2.81188
```

Properties
* LUMO level: 0.7 eV
* HOMO: -9.7847 eV
* frontier orbital gap: 0.38497 hartree
* SMILES: O=CO.S

---

CH4O2S | ωB97M-V with the def2-TZVPD basis set

Structure (XYZ):
```
8
CH4O2S, DFT ωB97M-V with the def2-TZVPD basis set
C -1.21058 -0.07233 -0.05673
O -0.11826 -0.20399 0.80051
O 1.08529 0.89663 0.29973
S 2.46358 0.25826 0.49123
H -2.18940 0.38181 0.39063
H -1.40714 -1.18343 -0.27295
H -1.01921 0.44293 -0.99550
H 2.39572 -0.51989 -0.65693
```

Properties
* LUMO level (alpha / beta): 0.8 / -2.3 eV
* HOMO (alpha / beta): -7.9078 / -9.1077 eV
* multiplicity: 3
* frontier orbital gap (alpha / beta): 0.32067 / 0.24902 hartree

---

CH4O2S | ωB97M-V with the def2-TZVPD basis set

Structure (XYZ):
```
8
CH4O2S, DFT ωB97M-V with the def2-TZVPD basis set
S 0.00910 -0.40539 -2.86500
H 0.96642 -0.73084 -3.75725
H -0.81294 -1.24687 -3.56537
O -0.96175 1.26818 1.05819
C -0.12246 0.78166 1.74021
O -0.42577 -0.13912 2.68721
H 0.95075 1.00232 1.71064
H 0.39665 -0.52994 2.99137
```

Properties
* LUMO level (alpha / beta): -5.4 / -10.8 eV
* HOMO (alpha / beta): -13.8548 / -13.8435 eV
* charge: +1
* multiplicity: 2
* frontier orbital gap (alpha / beta): 0.31134 / 0.11153 hartree

---

CH4O2S | ωB97M-V with the def2-TZVPD basis set

Structure (XYZ):
```
8
CH4O2S, DFT ωB97M-V with the def2-TZVPD basis set
S -2.17518 -1.39715 1.24851
H -1.48127 -0.49194 2.02844
H -2.01644 -0.29167 0.42302
O 2.02894 -0.09931 -1.10598
C 1.32900 0.86683 -1.19699
O 1.43999 2.03235 -0.56015
H 0.42704 0.75617 -1.81674
H 2.35288 2.14126 -0.21004
```

Properties
* LUMO level (alpha / beta): -5.8 / -10.9 eV
* HOMO (alpha / beta): -13.9623 / -13.9376 eV
* charge: +1
* multiplicity: 2
* frontier orbital gap (alpha / beta): 0.30037 / 0.11321 hartree

---

CH4O2S2 | ωB97M-V with the def2-TZVPD basis set

Structure (XYZ):
```
9
CH4O2S2, DFT ωB97M-V with the def2-TZVPD basis set
C 1.53536 0.59201 0.30272
O -2.45808 -0.53655 0.48385
O -0.63267 -1.63658 -0.93183
S 1.43656 -0.61052 -1.02473
S -2.00222 -0.96585 -1.09096
H 2.40619 1.37135 0.14297
H 1.70046 0.19355 1.28347
H 0.74303 1.24186 0.54572
H -2.72863 0.35072 0.28879
```

Properties
* LUMO level (alpha / beta): -1.0 / -1.5 eV
* HOMO (alpha / beta): -8.6065 / -8.7467 eV
* frontier orbital gap (alpha / beta): 0.27913 / 0.26712 hartree

---

CH4O3 | ωB97M-V with the def2-TZVPD basis set

Structure (XYZ):
```
8
CH4O3, DFT ωB97M-V with the def2-TZVPD basis set
O 0.26400 2.12668 -0.67148
H 0.78017 2.86729 -1.06304
H 0.87097 1.35320 -0.71102
O -1.75861 -1.98795 0.88450
O -0.05614 -0.61913 1.10227
C -0.69116 -1.57959 0.43588
H 0.76379 -0.46187 0.55913
H -0.17305 -1.69861 -0.53626
```

Properties
* LUMO level: 0.0 eV
* HOMO: -10.9287 eV
* frontier orbital gap: 0.40228 hartree
* SMILES: O=CO.O

---

CH4O3 | ωB97M-V with the def2-TZVPD basis set

Structure (XYZ):
```
8
CH4O3, DFT ωB97M-V with the def2-TZVPD basis set
C 1.37299 -0.49419 -0.14009
O 1.16313 0.61778 0.17733
O -1.65568 0.68094 -0.11971
O -1.35967 -0.71369 0.18615
H 1.81140 -0.74751 -1.13884
H 1.25527 -1.43082 0.50101
H -0.81494 1.12919 -0.30978
H -1.77249 0.95830 0.84394
```

Properties
* LUMO level: 0.4 eV
* HOMO: -9.2602 eV
* frontier orbital gap: 0.35560 hartree

---

CH4O3 | ωB97M-V with the def2-TZVPD basis set

Structure (XYZ):
```
8
CH4O3, DFT ωB97M-V with the def2-TZVPD basis set
O 2.47274 3.23845 2.22210
H 2.22270 4.19008 2.23313
H 2.41921 2.95700 3.16346
O -1.41820 -0.47383 -1.61920
O 0.00000 0.00000 0.00000
C -0.83617 0.34336 -0.93879
H 0.37025 0.78865 0.48266
H -1.02237 1.43560 -0.93686
```

Properties
* LUMO level: 0.3 eV
* HOMO: -10.6770 eV
* frontier orbital gap: 0.40428 hartree
* SMILES: O=CO.O

---

CH4O3 | ωB97M-V with the def2-TZVPD basis set

Structure (XYZ):
```
8
CH4O3, DFT ωB97M-V with the def2-TZVPD basis set
C -0.41770 -0.13341 -0.44777
O -1.05452 -1.13791 0.01021
O -0.52807 1.04577 0.12165
O 1.69680 -0.17578 -0.07057
H -0.07451 -0.21046 -1.46271
H -1.22300 -1.15464 1.03487
H 0.07773 1.77817 -0.01881
H 1.52328 -0.01173 0.83314
```

Properties
* LUMO level: 0.2 eV
* HOMO: -8.8115 eV
* frontier orbital gap: 0.33299 hartree

---

CH4O3PS | ωB97M-V with the def2-TZVPD basis set

Structure (XYZ):
```
10
CH4O3PS, DFT ωB97M-V with the def2-TZVPD basis set
C 0.50493 -1.08447 -0.53813
O -1.16526 1.34598 0.98461
O 1.19947 1.88645 0.83201
O 0.43239 0.30451 2.61433
P -0.85169 -0.72243 -1.68381
S 0.24072 0.91770 1.27551
H 0.54123 -2.05695 0.09262
H 1.39177 -0.89398 -0.96415
H -0.32800 0.65359 -1.92283
H -1.96556 -0.35041 -0.69014
```

Properties
* LUMO level (alpha / beta): 3.7 / 3.7 eV
* HOMO (alpha / beta): -3.5329 / -3.6038 eV
* charge: -1
* frontier orbital gap (alpha / beta): 0.26640 / 0.26977 hartree

---

CH4O4P | ωB97M-V with the def2-TZVPD basis set

Structure (XYZ):
```
10
CH4O4P, DFT ωB97M-V with the def2-TZVPD basis set
C -0.02554 1.20086 0.34524
O -1.74950 -0.29844 -1.31596
O -2.39676 -0.06644 1.19384
O 1.82820 -1.26267 -0.34917
O 0.93609 -2.03566 0.47047
P -1.41950 -0.04296 0.08412
H 0.32705 1.62290 -0.62973
H 0.03276 1.88264 1.16654
H 0.87609 0.51725 0.34680
H 1.59112 -1.51748 -1.31216
```

Properties
* LUMO level (alpha / beta): 3.7 / 3.7 eV
* HOMO (alpha / beta): -2.9946 / -2.9922 eV
* charge: -1
* frontier orbital gap (alpha / beta): 0.24653 / 0.24644 hartree

---

CH4P2 | ωB97M-V with the def2-TZVPD basis set

Structure (XYZ):
```
7
CH4P2, DFT ωB97M-V with the def2-TZVPD basis set
C -0.24228 -0.88061 -0.65802
P 0.59784 2.28201 -0.39576
P 0.34079 0.35706 0.39199
H -1.09027 -1.38698 -0.18889
H -0.45477 -0.69157 -1.67675
H -0.48940 0.39149 1.42148
H 1.33809 -0.07141 1.10593
```

Properties
* LUMO level (alpha / beta): -1.1 / -1.7 eV
* HOMO (alpha / beta): -7.3846 / -7.5873 eV
* frontier orbital gap (alpha / beta): 0.23253 / 0.21485 hartree

---

CH4S4 | ωB97M-V with the def2-TZVPD basis set

Structure (XYZ):
```
9
CH4S4, DFT ωB97M-V with the def2-TZVPD basis set
C -1.54040 -0.66370 -0.56516
S 0.48968 1.76883 -0.87705
S 2.53767 0.98315 1.07068
S 0.25065 -0.15628 -1.11999
S 1.88751 -0.86887 0.80974
H -1.97659 -0.12057 0.20338
H -1.25113 -1.60587 -0.22523
H -2.21075 -0.96974 -1.37603
H 1.81337 1.63304 2.07967
```

Properties
* LUMO level (alpha / beta): -1.2 / -1.2 eV
* HOMO (alpha / beta): -8.5367 / -8.5379 eV
* frontier orbital gap (alpha / beta): 0.27045 / 0.27049 hartree

---

CH4SSi | ωB97M-V with the def2-TZVPD basis set

Structure (XYZ):
```
7
CH4SSi, DFT ωB97M-V with the def2-TZVPD basis set
C 0.43902 0.80725 -0.03229
Si -0.75837 -0.58486 0.02583
S -2.74248 0.15585 -0.05382
H 1.36368 0.97860 0.62803
H -0.15152 -1.43937 -1.20805
H 0.31542 1.70406 -0.67828
H -0.93167 -1.33463 1.30535
```

Properties
* LUMO level (alpha / beta): -3.3 / -3.2 eV
* HOMO (alpha / beta): -8.4138 / -8.5351 eV
* frontier orbital gap (alpha / beta): 0.18778 / 0.19457 hartree

---

CH4SSi | ωB97M-V with the def2-TZVPD basis set

Structure (XYZ):
```
7
CH4SSi, DFT ωB97M-V with the def2-TZVPD basis set
C -0.25467 -0.50058 0.84031
Si 0.09635 0.22355 -0.86935
S 0.27353 -1.56106 1.88263
H -1.05334 0.49013 1.34225
H 0.88213 1.35018 -0.25715
H -1.20264 0.51438 -1.40394
H 1.25865 -0.51660 -1.53476
```

Properties
* LUMO level: -0.4 eV
* HOMO: -8.3919 eV
* frontier orbital gap: 0.29456 hartree

---

CH4Se | ωB97M-V with the def2-TZVPD basis set

Structure (XYZ):
```
6
CH4Se, DFT ωB97M-V with the def2-TZVPD basis set
C -0.44693 -0.48617 -0.00387
Se 1.42345 -0.11191 0.02732
H -0.99476 -0.24500 -0.93223
H -0.73456 -1.53414 0.23343
H -0.80027 -0.07766 0.85937
H 1.55307 2.45488 -0.18403
```

Properties
* LUMO level: -2.2 eV
* HOMO: -8.9386 eV
* frontier orbital gap: 0.24782 hartree

---

CH5BO3 | ωB97M-V with the def2-TZVPD basis set

Structure (XYZ):
```
10
CH5BO3, DFT ωB97M-V with the def2-TZVPD basis set
B 0.23868 -0.10701 0.65182
C -0.05595 -0.05751 -1.78774
O 0.85248 -1.16008 1.09161
O -0.48851 0.95391 2.57149
O -0.07690 0.46710 -0.46103
H -1.12928 -0.36850 -2.12310
H 0.77663 -0.66501 -1.87786
H 0.07150 0.76238 -2.36392
H 1.18303 -1.19500 1.93868
H -1.37169 1.36973 2.36005
```

Properties
* LUMO level: 0.3 eV
* HOMO: -8.7720 eV
* frontier orbital gap: 0.33380 hartree

---

Calculated electronic energy (eV), listed in the same order as above: -16031.56244, -16031.81836, -16031.82417, -16031.88391, -16025.68871, -16021.45647, -16021.24746, -26864.00736, -7243.70690, -7238.61094, -7244.07529, -7241.52349, -27367.08526, -18579.11322, -19674.41383, -44441.51159, -19810.71960, -19811.94230, -66443.84640, -7936.14875
Calculated relative energy (zero: lowest compared OMol25 entry of this formula, charge and spin) (kJ/mol), listed in the same order as above: 49.5, 24.8, 24.2, 18.5, 198.5, 43.8, 64.0, 302.8, 91.1, 582.8, 55.6, 301.8, 454.8, 386.8, 329.5, 77.3, 313.6, 195.6, 342.0, 392.6